1.
{"formula": "C16H40F24NP5", "method": "ωB97M-V/def2-TZVPD", "elements": ["N", "H", "H", "H", "H", "C", "C", "C", "C", "P", "C", "C", "C", "C", "C", "C", "C", "C", "C", "C", "C", "C", "H", "H", "H", "H", "H", "H", "H", "H", "H", "H", "H", "H", "H", "H", "H", "H", "H", "H", "H", "H", "H", "H", "H", "H", "H", "H", "H", "H", "H", "H", "H", "H", "H", "H", "H", "H", "P", "F", "F", "F", "F", "F", "F", "P", "F", "F", "F", "F", "F", "F", "P", "F", "F", "F", "F", "F", "F", "P", "F", "F", "F", "F", "F", "F"], "xyz": [[0.249, -0.991, 3.385], [0.663, -0.247, 2.831], [0.534, -1.016, 4.370], [0.599, -1.860, 2.967], [-0.780, -1.024, 3.325], [-0.050, 4.126, 1.303], [1.116, 3.265, 0.791], [0.654, 1.851, 0.405], [-0.150, 1.892, -0.904], [0.107, 0.489, -2.046], [-0.894, 0.810, -3.581], [-2.371, 0.756, -3.235], [-3.240, 0.921, -4.496], [-4.739, 1.059, -4.228], [1.843, 0.248, -2.613], [2.409, 1.428, -3.450], [3.066, 2.476, -2.551], [4.078, 1.984, -1.527], [-0.584, -1.038, -1.360], [-0.486, -2.240, -2.315], [-1.175, -3.475, -1.716], [-1.352, -4.552, -2.778], [-0.718, 4.238, 0.439], [0.222, 5.109, 1.678], [-0.599, 3.566, 2.060], [1.860, 3.157, 1.587], [1.707, 3.768, 0.016], [0.093, 1.474, 1.251], [1.594, 1.328, 0.226], [0.004, 2.800, -1.495], [-1.228, 1.831, -0.719], [-0.542, 0.133, -4.358], [-0.604, 1.823, -3.879], [-2.746, 1.367, -2.410], [-2.679, -0.224, -2.850], [-3.037, 0.072, -5.157], [-2.856, 1.762, -5.087], [-4.892, 1.587, -3.287], [-5.231, 0.090, -4.285], [-5.234, 1.679, -4.980], [1.805, -0.630, -3.261], [2.367, -0.061, -1.708], [1.588, 1.867, -4.015], [3.148, 0.989, -4.123], [2.257, 3.056, -2.090], [3.508, 3.282, -3.151], [4.955, 1.544, -2.009], [3.623, 1.350, -0.773], [4.544, 2.866, -1.078], [-1.625, -0.975, -1.055], [-0.019, -1.335, -0.476], [0.548, -2.516, -2.536], [-0.953, -1.965, -3.271], [-2.092, -3.122, -1.236], [-0.599, -3.898, -0.890], [-1.657, -5.515, -2.364], [-0.374, -4.764, -3.219], [-2.074, -4.236, -3.533], [1.564, 2.210, 4.793], [1.545, 3.635, 4.003], [0.121, 1.882, 4.089], [2.328, 1.507, 3.512], [1.496, 0.747, 5.462], [3.009, 2.492, 5.444], [0.852, 2.997, 6.016], [-0.469, -3.365, 6.176], [0.465, -2.030, 6.283], [-1.509, -2.838, 7.282], [-1.395, -2.640, 5.045], [-1.355, -4.715, 5.977], [0.468, -3.857, 4.900], [0.500, -4.087, 7.210], [-2.945, -0.215, 1.521], [-3.018, 0.710, 0.150], [-2.967, 1.151, 2.348], [-4.529, -0.329, 1.714], [-2.541, -1.080, 2.846], [-2.990, -1.633, 0.720], [-1.305, -0.183, 1.221], [2.742, -2.417, 0.405], [2.468, -2.485, -1.196], [1.320, -3.135, 0.733], [3.469, -3.836, 0.375], [3.004, -2.256, 1.974], [4.138, -1.633, 0.066], [1.972, -0.950, 0.394]], "forces_ev_per_a": [[0.114, -1.274, -0.196], [-0.072, 0.478, 0.431], [0.081, 0.435, 0.007], [-0.120, -0.068, 0.139], [0.253, 0.239, 0.002], [-0.010, -0.662, -1.006], [0.376, 0.392, 1.166], [1.183, 1.506, -0.733], [-0.584, -0.710, -0.363], [-0.443, -0.397, -0.245], [0.664, 0.741, 1.721], [-1.466, -1.249, -0.745], [0.520, 0.404, -0.369], [0.206, 0.347, -0.443], [-1.039, 0.018, -0.085], [0.313, -0.584, 1.268], [-0.518, 1.021, -0.415], [0.355, 0.876, -0.468], [0.825, -1.141, -0.141], [0.143, -0.021, -0.193], [0.031, 0.314, 0.155], [0.044, -0.129, 0.319], [-0.273, 0.345, 0.198], [0.153, -0.044, 0.041], [0.088, 0.147, 0.171], [-0.274, -0.145, 0.160], [-0.404, -0.062, -0.406], [0.006, -0.449, -0.231], [-0.280, -0.563, 0.337], [0.228, 0.057, 0.098], [0.014, 0.049, 0.132], [-0.334, -0.200, -0.021], [-0.152, 0.021, -0.192], [0.611, 0.662, -0.210], [0.527, -0.186, -0.016], [-0.123, -0.136, 0.105], [-0.186, 0.255, 0.214], [-0.214, -0.388, 0.183], [-0.087, 0.008, 0.545], [0.153, -0.036, -0.137], [-0.147, -0.164, 0.200], [0.426, 0.169, -0.200], [0.224, 0.094, -0.300], [-0.055, 0.144, -0.183], [0.049, -0.372, 0.513], [0.282, -0.379, -0.297], [-0.347, -0.673, -0.047], [0.365, -0.130, 0.122], [-0.414, -0.036, 0.480], [0.065, 0.711, 0.035], [-0.014, 0.444, 0.145], [0.036, 0.222, 0.044], [-0.153, -0.259, -0.046], [-0.302, -0.364, -0.277], [0.286, 0.296, -0.047], [-0.300, 0.140, 0.115], [-0.086, 0.199, -0.313], [0.124, -0.134, -0.184], [-0.163, 0.203, -0.878], [0.630, -0.040, -0.211], [0.009, 0.033, 0.099], [-0.270, 0.289, -0.145], [-0.072, 0.331, 0.729], [-0.102, 0.159, 0.041], [-0.058, -0.944, 0.180], [-0.267, -0.161, -2.241], [-0.460, 0.091, 0.105], [0.635, -0.075, 0.505], [-0.117, 0.494, -0.007], [0.183, -0.040, 0.453], [0.216, -0.039, 0.573], [-0.175, -0.244, 0.491], [1.264, -0.475, -0.074], [-1.004, -0.776, -0.152], [0.605, -0.124, 0.249], [0.135, 0.021, -0.137], [-0.925, 0.526, 0.165], [-0.172, 0.543, -0.686], [-0.295, 0.371, 0.471], [0.262, 0.711, 0.215], [-0.298, -0.386, -0.198], [0.036, 0.191, -0.412], [0.165, -0.103, -0.143], [0.089, 0.083, 0.110], [-0.218, -0.284, 0.200], [0.018, -0.133, 0.158]], "mulliken_charge": [0.194, -0.254, 0.371, 0.312, 0.311, -1.438, -0.910, 1.419, -1.365, 0.242, -1.122, -0.386, -0.733, -1.250, -0.144, -0.851, -0.198, -1.043, -0.076, -1.155, -0.111, -1.432, 0.387, 0.409, 0.244, 0.512, 0.300, -0.477, -0.577, 0.829, 0.826, 0.439, 0.758, 0.435, 0.074, 0.346, 0.410, 0.348, 0.293, 0.372, 0.635, -0.133, 0.216, 0.410, 0.034, 0.505, 0.370, 0.067, 0.420, 0.642, 0.232, 0.344, 0.393, 0.267, 0.188, 0.430, 0.300, 0.313, 1.183, -0.401, -0.304, -0.340, -0.347, -0.401, -0.384, 1.238, -0.382, -0.372, -0.332, -0.391, -0.384, -0.371, 1.523, -0.407, -0.366, -0.345, -0.425, -0.328, -0.571, 1.525, -0.361, -0.365, -0.364, -0.386, -0.417, -0.666], "e_lumo_ev": 3.33, "energy_ha": -4793.05464, "gap_ha": 0.3695, "total_charge": -2}

2.
{"formula": "C16H38Br3NO9P2", "method": "ωB97M-V/def2-TZVPD", "elements": ["C", "O", "N", "C", "C", "H", "H", "H", "H", "H", "H", "H", "C", "Br", "Br", "Br", "H", "C", "C", "O", "P", "O", "O", "C", "C", "O", "C", "C", "H", "H", "H", "H", "H", "H", "H", "H", "H", "H", "H", "H", "H", "H", "H", "C", "C", "O", "P", "O", "O", "C", "C", "O", "C", "C", "H", "H", "H", "H", "H", "H", "H", "H", "H", "H", "H", "H", "H", "H", "H"], "xyz": [[0.653, -3.920, -1.488], [0.861, -4.253, -2.637], [0.210, -2.623, -1.197], [-0.476, -2.336, 0.098], [-0.062, -1.556, -2.186], [0.636, -4.597, -0.619], [-1.555, -2.491, 0.086], [-0.336, -1.336, 0.507], [-0.122, -3.024, 0.867], [0.389, -1.651, -3.173], [-1.129, -1.462, -2.388], [0.266, -0.583, -1.821], [-1.146, 1.904, 1.715], [0.341, 1.510, 0.493], [-2.273, 3.407, 1.018], [-0.377, 2.229, 3.475], [-1.780, 1.034, 1.881], [7.233, 3.358, -4.933], [6.923, 2.867, -3.512], [5.733, 3.525, -3.070], [4.277, 2.879, -3.173], [4.159, 1.831, -4.186], [3.350, 4.234, -3.499], [3.454, 5.017, -4.742], [2.110, 5.579, -5.276], [3.863, 2.576, -1.641], [3.432, 1.321, -1.227], [4.526, 0.283, -1.173], [6.429, 3.215, -5.656], [7.514, 4.410, -4.991], [8.023, 2.764, -5.393], [6.834, 1.782, -3.448], [7.749, 3.075, -2.832], [4.263, 5.715, -4.526], [3.960, 4.376, -5.464], [2.116, 6.084, -6.241], [1.463, 4.702, -5.295], [1.664, 6.183, -4.485], [3.078, 1.521, -0.216], [2.660, 0.978, -1.916], [5.208, 0.389, -0.329], [4.193, -0.745, -1.315], [5.112, 0.480, -2.071], [-3.847, -5.905, 2.543], [-3.212, -4.533, 2.711], [-4.150, -3.789, 3.444], [-3.812, -2.236, 3.798], [-2.783, -1.536, 2.975], [-5.284, -1.618, 3.602], [-5.716, -1.580, 2.241], [-5.766, -0.107, 1.827], [-3.658, -2.286, 5.426], [-3.396, -1.049, 6.133], [-4.628, -0.503, 6.826], [-4.693, -5.810, 1.862], [-3.183, -6.525, 1.941], [-4.313, -6.224, 3.475], [-2.307, -4.556, 3.318], [-2.901, -4.163, 1.734], [-5.214, -2.262, 1.555], [-6.741, -1.947, 2.215], [-6.545, 0.415, 2.382], [-4.764, 0.322, 1.871], [-6.079, -0.008, 0.787], [-2.649, -1.240, 6.903], [-2.993, -0.359, 5.392], [-5.393, -0.115, 6.153], [-5.072, -1.338, 7.368], [-4.326, 0.302, 7.496]], "forces_ev_per_a": [[-0.134, -0.930, -1.238], [-0.042, 0.624, 1.271], [-2.164, 2.527, 0.594], [0.931, -1.057, 0.660], [0.714, -0.120, -0.835], [0.253, 0.203, -0.134], [-0.219, -0.066, -0.723], [0.368, 0.300, -0.709], [0.203, -0.160, -0.153], [0.343, -0.803, 0.299], [-0.296, -0.271, 0.476], [-0.009, -0.104, 0.645], [-0.084, 0.679, 0.290], [-0.686, 0.001, 0.156], [0.897, -1.174, 0.579], [-0.352, 0.193, -0.466], [0.105, 0.146, -0.504], [0.254, -0.539, -0.304], [0.343, -0.057, -1.093], [-0.681, -0.078, 0.704], [-0.657, 3.359, -0.757], [-0.192, -0.663, 0.455], [0.236, -1.636, 0.724], [1.559, -0.528, -0.294], [0.366, -1.287, 1.917], [0.921, 1.486, -1.734], [-0.505, -1.013, 0.796], [0.892, 0.267, -0.923], [-0.504, -0.059, 0.454], [0.045, -0.038, 0.335], [0.399, 0.055, 0.307], [-0.397, -0.078, -0.356], [-0.234, 0.568, 0.114], [-0.526, 0.740, 0.058], [-0.495, -0.269, -0.404], [0.408, -0.103, 0.231], [-0.190, -0.008, -0.504], [0.084, 0.452, -0.235], [-0.530, -0.254, -0.124], [-0.383, -0.078, 0.207], [-0.249, -0.091, 0.104], [-0.244, 0.039, 0.422], [0.307, -0.226, -0.087], [-0.372, 0.868, -1.031], [0.644, -1.591, 0.546], [0.301, 2.417, 0.055], [-1.299, -0.062, 1.147], [-0.448, -1.040, 0.755], [1.272, -0.701, 0.393], [-1.649, 1.094, -0.434], [0.140, -0.696, -0.906], [-0.081, -0.166, -2.203], [-0.003, 0.640, -0.236], [-0.166, -0.387, -0.326], [-0.254, 0.345, -0.045], [0.187, -0.656, 0.891], [0.787, -0.629, -0.011], [0.262, -0.390, -0.054], [-0.473, 0.667, -0.119], [0.729, 0.237, 0.212], [-0.087, -0.126, 0.335], [0.499, 0.116, 0.372], [-0.182, 0.299, 0.414], [-0.016, -0.211, -0.196], [0.145, -0.292, -0.305], [0.179, 0.274, 0.243], [0.154, -0.043, -0.178], [-0.068, 0.219, 0.328], [-0.059, -0.133, 0.133]], "mulliken_spin": [-0.130, 0.319, 0.667, 0.025, 0.003, -0.007, 0.035, 0.008, 0.007, 0.007, 0.035, 0.023, 0.000, 0.005, 0.000, 0.000, 0.000, 0.000, 0.000, 0.000, 0.000, 0.000, 0.000, 0.000, 0.000, 0.000, 0.001, 0.000, 0.000, 0.000, 0.000, 0.000, 0.000, 0.000, 0.000, 0.000, 0.000, 0.000, 0.000, 0.000, 0.000, 0.000, 0.000, 0.000, 0.000, 0.000, 0.000, 0.000, 0.000, 0.000, 0.000, 0.000, 0.000, 0.000, 0.000, 0.000, 0.000, 0.000, 0.001, 0.000, 0.000, 0.000, 0.000, 0.000, 0.000, 0.000, 0.000, 0.000, 0.000], "spin_multiplicity": 2, "s2": 0.77, "e_lumo_ev": [-3.82, -8.49], "energy_ha": -9768.92339, "gap_ha": [0.3079, 0.1361], "total_charge": 1}

3.
{"formula": "C5H7NO", "method": "ωB97M-V/def2-TZVPD", "elements": ["O", "C", "C", "N", "C", "C", "C", "H", "H", "H", "H", "H", "H", "H"], "xyz": [[1.841, 1.315, -1.386], [0.707, 1.021, -1.391], [1.604, -1.046, 0.766], [0.375, -1.275, 0.582], [-0.554, -0.234, 0.982], [-1.377, 0.250, -0.216], [-0.563, 0.689, -1.415], [2.343, -1.785, 0.453], [1.987, -0.119, 1.219], [-0.042, 0.617, 1.466], [-1.247, -0.663, 1.716], [-2.018, 1.075, 0.124], [-2.042, -0.558, -0.538], [-1.026, 0.717, -2.396]], "forces_ev_per_a": [[-0.922, -0.229, 0.001], [0.551, 0.171, -0.008], [-0.166, -0.120, -0.045], [0.411, 0.130, 0.085], [-0.113, 0.138, 0.050], [-0.082, -0.032, 0.063], [0.189, 0.058, -0.022], [-0.121, 0.043, 0.066], [-0.105, -0.120, -0.051], [-0.014, -0.106, -0.112], [0.105, 0.091, -0.096], [0.065, -0.151, -0.052], [0.117, 0.068, 0.027], [0.084, 0.059, 0.093]], "mulliken_charge": [-0.407, 0.611, -0.341, -0.377, -0.649, -0.400, -0.644, 0.275, 0.265, 0.375, 0.354, 0.298, 0.310, 0.330], "e_lumo_ev": 0.87, "energy_ha": -324.65370, "gap_ha": 0.3566, "total_charge": 0}

Number 1 is which compound?
C16H40F24NP5

What is the formula in the first record?
C16H40F24NP5